DFT (ωB97M-V/def2-TZVPD) results for a structure of composition C9H7CrNO4S in a non-equilibrium geometry.

- HOMO (spin up / spin down) (eV) = -21.66 / -21.71
- ΔE to the lowest compared entry with this formula, charge and spin (kcal/mol) = 0.0
- spin multiplicity = 4
- calculated total energy (Eh) = -2144.21201
- net charge = +3

Atoms and positions in Å:
Cr (0.3457, 1.1039, -1.5766)
O (2.6069, 0.1070, 0.1751)
C (1.8250, 0.5354, -0.5782)
C (0.0565, 1.6005, -3.3792)
O (-0.2603, 1.9519, -4.4412)
C (0.1942, -0.7051, -2.0605)
O (0.2439, -1.8448, -2.3350)
C (0.8059, 2.8885, -1.2258)
O (1.1838, 3.9756, -1.0508)
H (2.7290, 1.3365, -3.0084)
H (2.0822, 1.5063, -3.3618)
S (-1.4557, 0.9835, -0.3383)
C (-1.1984, -0.1272, 0.9743)
N (-1.6503, -1.4042, 0.8353)
C (-1.4341, -2.3562, 1.7842)
C (-0.7489, -2.0370, 2.9223)
C (-0.2949, -0.7386, 3.1045)
C (-0.5192, 0.2170, 2.1284)
H (-2.1591, -1.6335, -0.0192)
H (-1.8273, -3.3341, 1.5615)
H (-0.6152, -2.7869, 3.6943)
H (0.2635, -0.4730, 3.9836)
H (-0.1733, 1.2344, 2.2115)

Cartesian forces, eV/Å:
Cr -0.89 -0.09 0.22
O -3.77 2.29 -4.19
C 6.50 -3.45 6.87
C -3.76 2.98 -8.90
O 1.87 -1.83 5.22
C 0.17 -9.71 -2.64
O -0.47 6.34 1.55
C 3.05 9.50 1.67
O -2.07 -5.60 -0.85
H 0.05 0.00 -0.04
H 0.50 -0.07 0.06
S -1.02 -0.23 0.64
C 0.07 -0.32 -0.08
N 0.18 -0.46 0.49
C -0.80 0.54 -1.72
C 0.32 0.29 1.12
C 0.14 -0.36 0.14
C -0.08 0.42 -0.45
H -0.11 -0.21 0.30
H -0.11 -0.22 0.03
H 0.09 -0.02 -0.10
H 0.06 0.05 0.35
H 0.07 0.14 0.29